[1]
A 2-piece molecular cluster, C3H10OS overall. Source: the Open Molecules 2025 dataset; level of theory: ωB97M-V/def2-TZVPD.

Each line ends with the Mulliken spin population.
Atoms and positions in Å:
C: 1.068 2.276 -0.672  -0.09
C: 0.133 1.077 -0.408  0.55
C: 0.446 0.254 0.835  0.61
S: 0.649 -1.507 0.459  0.20
H: 0.497 2.980 -1.286  0.01
H: 1.989 2.031 -1.193  -0.02
H: 1.249 2.791 0.274  -0.02
H: -0.912 1.401 -0.392  0.00
H: 0.090 0.502 -1.326  0.08
H: -0.366 0.319 1.527  -0.13
H: 1.303 0.651 1.338  -0.13
H: -0.089 -2.009 1.474  -0.09
H: -2.490 -1.276 0.082  0.04
H: -3.093 -0.900 -1.268  0.03
O: -2.420 -0.620 -0.627  -0.04

For the total energy, the calculation gives -593.66954 hartree. The expectation value of S² is 0.75. Its charge is -1. The multiplicity is 2. The molar mass comes out at 94.2 g/mol. The value obtained for the energy above the lowest of the compared OMol25 structures with the same formula, charge and spin is 0.178 eV. As for the HOMO energy (alpha / beta): 0.910 / -5.147 eV.


[2]
A 5-piece molecular cluster, C25H23Cl2F37O6PS overall. Source: the Open Molecules 2025 dataset; level of theory: ωB97M-V/def2-TZVPD.

Each line ends with the Mulliken charge.
Atoms and positions in Å:
C: -6.256 -0.955 -0.304  -1.24
C: -5.501 0.297 -0.034  0.34
Cl: -5.153 0.525 1.664  -0.25
C: -5.083 1.156 -0.960  0.38
Cl: -4.105 2.512 -0.392  -0.26
P: -5.261 1.172 -2.880  0.17
O: -5.574 2.862 -2.831  -0.72
O: -5.005 -0.501 -2.975  -0.63
S: -7.464 0.892 -2.868  -0.41
C: -5.238 1.253 -4.906  1.08
F: -4.468 0.217 -5.385  -0.33
F: -6.442 1.116 -5.524  -0.32
C: -4.583 2.512 -5.502  0.44
F: -3.447 2.902 -4.881  -0.29
F: -4.228 2.247 -6.808  -0.31
F: -5.424 3.537 -5.580  -0.23
H: -5.710 -1.645 -0.927  0.22
H: -6.376 -1.475 0.644  0.46
H: -7.257 -0.787 -0.667  0.30
H: -3.849 1.355 -2.942  -0.19
H: -4.750 3.351 -2.936  0.36
H: -5.841 -0.961 -3.128  0.31
H: -7.927 1.990 -2.270  0.14
C: 0.579 -2.897 0.909  -0.87
C: 0.840 -2.186 2.248  1.18
C: -0.320 -2.082 3.240  0.02
F: -1.337 -1.364 2.746  -0.20
F: 0.134 -1.459 4.359  -0.26
F: 1.368 -0.957 2.024  -0.43
F: 1.804 -2.918 2.882  -0.32
O: 0.331 -2.106 -0.233  -0.42
C: -0.948 -1.701 -0.574  0.83
C: -1.085 -0.177 -0.573  0.11
F: -0.799 0.320 0.653  -0.25
F: -2.348 0.139 -0.886  -0.07
F: -1.879 -2.290 0.202  -0.29
F: -1.163 -2.117 -1.838  -0.31
H: 1.523 -3.390 0.681  0.44
H: -0.157 -3.693 1.018  0.28
H: -0.676 -3.079 3.518  0.28
H: -0.401 0.269 -1.299  0.22
C: -5.454 6.679 -8.339  -0.81
C: -6.639 5.810 -8.809  0.88
C: -6.276 4.472 -9.451  0.22
F: -5.544 4.639 -10.576  -0.24
F: -7.405 3.811 -9.805  -0.27
F: -7.432 6.549 -9.621  -0.28
F: -7.373 5.523 -7.704  -0.30
O: -5.044 7.734 -9.202  -0.41
C: -4.124 7.567 -10.201  0.84
C: -4.730 7.855 -11.578  0.19
F: -5.752 7.021 -11.842  -0.22
F: -3.777 7.672 -12.525  -0.26
F: -3.521 6.367 -10.158  -0.28
F: -3.158 8.502 -10.011  -0.31
H: -5.806 7.195 -7.448  0.41
H: -4.609 6.075 -8.009  0.43
H: -5.720 3.846 -8.747  0.16
H: -5.091 8.885 -11.621  0.23
C: 6.212 -2.431 4.050  -0.68
C: 7.102 -1.823 2.954  0.99
C: 7.968 -0.619 3.327  0.05
F: 7.222 0.440 3.693  -0.22
F: 8.700 -0.257 2.245  -0.28
F: 6.361 -1.540 1.862  -0.28
F: 7.983 -2.804 2.595  -0.33
O: 4.838 -2.088 4.058  -0.37
C: 4.365 -0.981 4.722  0.68
C: 3.698 0.009 3.767  1.26
F: 4.580 0.443 2.837  -0.25
F: 3.273 1.089 4.468  -0.29
F: 5.321 -0.394 5.474  -0.31
F: 3.404 -1.409 5.571  -0.31
H: 6.204 -3.498 3.838  0.40
H: 6.661 -2.332 5.038  0.26
H: 8.654 -0.877 4.139  0.28
H: 2.854 -0.450 3.261  -0.55
C: 6.645 -6.356 8.367  -0.80
C: 6.769 -5.781 6.947  0.95
C: 8.048 -5.021 6.591  0.10
F: 8.205 -3.918 7.349  -0.23
F: 7.955 -4.618 5.300  -0.24
F: 5.691 -5.019 6.665  -0.21
F: 6.740 -6.849 6.099  -0.35
O: 5.874 -5.628 9.307  -0.39
C: 6.417 -4.639 10.092  0.75
C: 5.762 -3.280 9.826  0.18
F: 5.934 -2.914 8.542  -0.19
F: 6.350 -2.353 10.616  -0.26
F: 7.759 -4.577 9.983  -0.29
F: 6.141 -4.958 11.378  -0.30
H: 6.085 -7.280 8.238  0.39
H: 7.614 -6.648 8.772  0.35
H: 8.929 -5.660 6.698  0.28
H: 4.693 -3.324 10.046  0.27

For the total energy, the calculation gives -6772.94419 hartree. Its charge is -1. The multiplicity is 1. The molar mass comes out at 1256.3 g/mol. As for the HOMO energy: -5.367 eV.


[3]
An isolated ion of composition C7H14N and charge +1. Source: the Open Molecules 2025 dataset; level of theory: ωB97M-V/def2-TZVPD.

Each line ends with the Mulliken charge.
Atoms and positions in Å:
C: -1.863 -0.077 0.152  0.36
C: -3.175 -0.059 0.354  -0.88
C: -0.651 -0.380 0.942  -1.31
C: -1.066 0.380 -1.065  -1.15
C: 0.242 0.311 -0.128  1.05
C: 0.839 1.654 0.243  -1.51
C: 2.209 -1.262 0.223  -0.76
N: 1.315 -0.569 -0.724  -0.11
H: -3.888 0.233 -0.437  0.26
H: -3.666 -0.390 1.309  0.26
H: -0.477 -0.207 1.939  0.57
H: -0.489 -1.440 0.869  0.42
H: -1.145 -0.231 -1.990  0.37
H: -1.088 1.354 -1.654  0.33
H: 0.977 2.257 -0.640  0.44
H: 1.708 1.606 0.972  0.38
H: 0.135 2.332 0.886  0.36
H: 2.737 -2.160 -0.196  0.35
H: 3.033 -0.640 0.500  0.33
H: 1.578 -1.441 1.214  0.28
H: 0.864 -1.341 -1.331  0.48
H: 1.873 0.069 -1.437  0.47

For the total energy, the calculation gives -329.53778 hartree. Its charge is +1. As for the SMILES: C=C1CC(C)([NH2+]C)C1. The multiplicity is 1. The molar mass comes out at 112.2 g/mol. The value obtained for the energy above the lowest of the compared OMol25 structures with the same formula, charge and spin is 1.898 eV. As for the HOMO energy: -13.083 eV.


[4]
One molecule with the formula CH5N3OS. Source: the Open Molecules 2025 dataset; level of theory: ωB97M-V/def2-TZVPD.

Each line ends with the Mulliken charge.
Atoms and positions in Å:
C: -0.935 -0.465 0.166  -0.44
N: -0.842 1.011 -0.086  -0.38
N: 0.192 -0.990 -0.623  -0.25
N: 0.487 1.310 0.058  -0.32
O: 2.167 -0.412 0.885  -0.58
S: 1.531 -0.038 -0.393  0.50
H: -0.497 -0.583 1.233  0.34
H: -1.873 -0.824 -0.205  0.36
H: -1.193 1.219 -1.036  0.25
H: 0.324 -1.880 -1.002  0.19
H: 0.639 1.652 1.003  0.31

For the total energy, the calculation gives -678.71453 hartree. Its charge is 0. The multiplicity is 1. The molar mass comes out at 107.1 g/mol. The value obtained for the energy above the lowest of the compared OMol25 structures with the same formula, charge and spin is 1.672 eV. As for the HOMO energy: -9.344 eV.


> charge of number 2 (C25H23Cl2F37O6PS)?

-1


> Number 2 is which compound?

C25H23Cl2F37O6PS